Here is a structure of composition C35H25BrCl2N6O4Tl from the OMol25 dataset. Energies are from ωB97M-V with the def2-TZVPD basis set.

Results
HOMO energy, eV: -4.329
Energy relative to the best compared isomer or geometry (same formula, charge and spin), eV: 0.018
Net charge: -1
2S+1: 1

Cartesian coordinates (Å):
1 Tl 0.80005 -1.57109 1.33037
2 O 5.42711 -0.61907 1.76052
3 C 4.33029 -1.22449 1.68418
4 N 3.17211 -0.85547 2.18720
5 C 3.28702 0.40879 2.86929
6 C 2.01073 0.91920 3.48679
7 C 2.06178 2.03436 4.32875
8 C 0.89485 2.53374 4.86532
9 C -0.31023 1.91451 4.55326
10 C -0.28294 0.81719 3.71368
11 N 0.85457 0.33075 3.20061
12 C 4.35509 -2.52077 0.88575
13 C 5.59288 -3.08609 0.57974
14 C 5.63658 -4.23273 -0.19019
15 C 4.44580 -4.78411 -0.64588
16 C 3.26404 -4.15603 -0.29056
17 N 3.21638 -3.05816 0.45780
18 H 3.64898 1.18870 2.18284
19 H 4.05191 0.36648 3.65773
20 H 3.01936 2.49183 4.54521
21 H 0.91821 3.39697 5.51999
22 H -1.25071 2.27388 4.94984
23 H -1.19204 0.30985 3.40706
24 H 6.47955 -2.59097 0.94849
25 H 6.58590 -4.69153 -0.44020
26 H 4.42993 -5.67534 -1.25924
27 H 2.30641 -4.54638 -0.62272
28 C 4.51026 -0.19705 -1.48579
29 O 3.26263 0.20452 -0.95081
30 C 2.27857 0.52467 -1.81155
31 C 2.36573 0.44503 -3.17325
32 C 1.26956 0.84986 -3.97614
33 Br 1.44514 0.72657 -5.86740
34 C 0.12454 1.32140 -3.42972
35 C 0.00975 1.39785 -2.01840
36 C 1.06032 0.98312 -1.14637
37 O 0.97444 0.98101 0.10862
38 C -1.21895 1.77643 -1.41229
39 N -1.40320 1.92396 -0.09838
40 C -2.72463 2.24585 0.16020
41 C -3.40297 2.47557 1.34508
42 C -4.75479 2.75560 1.24879
43 C -5.40590 2.79886 0.01209
44 C -4.72630 2.56965 -1.17348
45 C -3.37255 2.29818 -1.07267
46 N -2.40077 2.02203 -2.03115
47 H 4.41805 -1.15055 -2.01762
48 H 5.18460 -0.30873 -0.63882
49 H 4.90222 0.56150 -2.17151
50 H 3.26281 0.08413 -3.65344
51 H -0.68851 1.63032 -4.07473
52 H -0.65681 1.58592 0.52339
53 H -2.90302 2.37012 2.29763
54 H -5.32634 2.90569 2.15467
55 H -6.46922 2.99686 -0.02078
56 H -5.23605 2.57691 -2.12787
57 H -2.56630 1.85816 -3.00738
58 Cl -4.79730 -0.33584 2.81260
59 C -4.40146 -0.68292 1.14803
60 C -5.44360 -0.76617 0.22924
61 C -5.19412 -0.97195 -1.10055
62 Cl -6.53135 -0.98309 -2.23400
63 C -3.87111 -1.15225 -1.55950
64 C -3.52633 -1.41052 -2.90612
65 C -2.21697 -1.60531 -3.24752
66 C -1.24024 -1.54375 -2.23710
67 N -1.52065 -1.27244 -0.98761
68 C -2.80590 -1.06992 -0.62106
69 C -3.03285 -0.72844 0.79452
70 O -2.09354 -0.45151 1.57713
71 H -6.46104 -0.63562 0.57450
72 H -4.31092 -1.46405 -3.64978
73 H -1.92627 -1.81239 -4.26982
74 H -0.19229 -1.70127 -2.47952

Results of the Löwdin charge analysis, in e, for atoms 1 through 4: number 1, Tl, carries 0.874; number 2, O, carries -0.055; number 3, C, carries -0.565; number 4, N, carries -0.038